*i*
Formula: C36H72O24
Source: the Open Molecules 2025 dataset
Level of theory: the ωB97M-V functional and the def2-TZVPD basis

Structure (XYZ):
```
132
C36H72O24 the ωB97M-V functional and the def2-TZVPD basis
C -10.852 21.189 21.989
O -11.542 20.088 21.326
C -11.963 20.148 20.068
O -11.685 21.063 19.311
O -12.612 19.060 19.828
C -13.496 19.053 18.680
H -10.616 21.201 23.053
H -11.268 22.171 21.759
H -9.900 21.101 21.467
H -14.181 19.896 18.594
H -13.979 18.103 18.451
H -12.816 19.138 17.832
C -22.104 16.369 21.954
O -22.593 16.343 23.277
C -23.770 16.939 23.644
O -24.513 17.503 22.846
O -23.904 16.871 25.043
C -25.114 17.410 25.624
H -21.416 15.546 21.763
H -21.546 17.289 21.775
H -22.910 16.296 21.223
H -26.030 16.979 25.220
H -25.172 18.482 25.440
H -25.003 17.366 26.707
C -24.514 18.644 19.122
O -23.488 19.572 18.826
C -22.222 19.246 18.995
O -21.777 18.170 19.398
O -21.437 20.193 18.497
C -20.067 20.128 18.523
H -25.480 19.144 19.050
H -24.358 18.247 20.125
H -24.420 17.709 18.569
H -19.617 21.061 18.183
H -19.670 19.340 17.884
H -19.808 19.904 19.558
C -18.860 17.398 20.544
O -18.204 18.462 21.202
C -17.115 19.035 20.697
O -16.535 18.735 19.706
O -16.700 20.025 21.482
C -15.625 20.866 21.090
H -19.313 17.689 19.596
H -19.678 17.209 21.239
H -18.348 16.458 20.339
H -15.707 21.715 21.769
H -15.735 21.185 20.053
H -14.636 20.431 21.235
C -19.917 16.911 16.200
O -18.461 16.995 16.323
C -17.645 16.447 15.387
O -18.007 15.758 14.390
O -16.331 16.651 15.721
C -15.827 17.659 16.688
H -20.331 17.525 15.400
H -20.279 17.262 17.166
H -20.240 15.903 15.941
H -14.762 17.841 16.543
H -16.052 17.213 17.657
H -16.362 18.607 16.637
C -13.372 14.726 16.911
O -13.633 14.966 18.300
C -14.827 14.728 18.902
O -14.991 14.885 20.125
O -15.819 14.415 17.985
C -17.137 14.122 18.415
H -12.358 15.042 16.668
H -14.093 15.312 16.341
H -13.466 13.697 16.566
H -17.860 14.270 17.613
H -17.461 14.794 19.210
H -17.189 13.097 18.783
C -16.197 22.566 27.186
C -16.407 22.083 25.763
O -16.541 22.868 24.838
C -16.192 20.614 25.412
H -15.133 22.727 27.354
H -16.524 21.758 27.841
H -16.780 23.421 27.528
H -17.012 20.048 25.853
H -15.201 20.237 25.666
H -16.304 20.479 24.337
C -17.409 17.578 24.418
C -17.922 16.452 25.368
O -17.375 16.135 26.406
C -19.209 15.728 24.955
H -16.446 17.932 24.786
H -18.183 18.334 24.290
H -17.048 17.160 23.479
H -19.409 14.851 25.570
H -19.112 15.480 23.898
H -20.079 16.382 24.899
C -20.632 23.432 21.012
C -19.187 23.122 20.752
O -18.760 22.596 19.698
C -18.297 23.748 21.804
H -21.269 22.727 20.477
H -20.875 24.439 20.671
H -20.868 23.339 22.072
H -18.491 23.270 22.764
H -18.414 24.818 21.970
H -17.262 23.481 21.590
C -13.770 25.878 22.155
C -13.395 24.437 22.558
O -13.696 23.497 21.852
C -12.742 24.247 23.960
H -13.760 25.991 21.071
H -13.070 26.546 22.656
H -14.779 25.989 22.552
H -12.166 25.136 24.216
H -12.068 23.390 23.991
H -13.566 24.075 24.652
C -15.837 24.596 19.100
C -16.790 25.781 19.409
O -16.466 26.595 20.268
C -18.029 26.045 18.571
H -16.492 23.732 18.991
H -15.078 24.465 19.872
H -15.285 24.750 18.173
H -18.433 27.039 18.767
H -18.698 25.304 19.008
H -17.796 25.886 17.518
C -22.345 20.905 24.648
C -20.895 20.814 24.183
O -20.102 21.688 24.565
C -20.648 19.823 23.072
H -22.856 19.986 24.934
H -22.948 21.434 23.910
H -22.310 21.620 25.470
H -20.865 18.798 23.372
H -19.580 20.002 22.952
H -21.185 20.043 22.149
```

Properties
Spin multiplicity = 1
Kohn-Sham gap = 9.602 eV
Net charge = 0



*ii*
Formula: C36H72O24
Source: the Open Molecules 2025 dataset
Level of theory: the ωB97M-V functional and the def2-TZVPD basis

Structure (XYZ):
```
132
C36H72O24 the ωB97M-V functional and the def2-TZVPD basis
C 17.393 10.918 12.650
C 16.212 11.277 11.989
C 14.984 11.068 12.555
C 14.969 10.705 13.942
C 16.171 10.492 14.635
C 17.397 10.543 13.954
O 18.570 10.299 14.666
O 13.831 11.136 11.812
H 18.344 11.152 12.149
H 16.351 11.661 11.025
H 13.995 10.484 14.403
H 16.099 10.245 15.703
H 18.400 9.482 15.213
H 13.040 11.197 12.332
C 17.941 13.661 9.962
C 17.094 14.766 9.839
C 17.343 15.843 10.650
C 18.514 15.926 11.356
C 19.294 14.794 11.602
C 19.046 13.702 10.771
O 19.954 12.645 10.926
O 16.460 16.948 10.595
H 17.700 12.789 9.422
H 16.243 14.693 9.233
H 18.767 16.847 11.908
H 20.139 14.773 12.308
H 19.735 11.940 10.292
H 16.906 17.666 11.048
C 13.327 17.386 13.307
C 12.044 16.859 12.987
C 11.923 15.604 12.484
C 13.052 14.830 12.142
C 14.337 15.351 12.464
C 14.420 16.579 13.116
O 15.625 17.118 13.476
O 10.673 14.998 12.385
H 13.483 18.347 13.743
H 11.084 17.343 13.175
H 12.972 13.865 11.591
H 15.269 14.832 12.333
H 16.227 16.429 13.680
H 10.013 15.683 12.413
C 13.056 16.954 8.867
C 11.582 16.867 9.281
O 10.875 15.822 8.617
O 13.842 15.808 9.293
H 13.573 17.868 9.217
H 13.159 16.934 7.807
H 11.178 17.747 8.816
H 11.331 16.901 10.412
H 11.334 14.929 8.718
H 14.523 16.063 9.894
C 9.630 17.747 16.732
C 11.031 18.389 16.730
O 11.980 17.297 16.639
O 9.329 17.108 15.529
H 8.861 18.596 16.847
H 9.609 17.117 17.599
H 11.163 18.966 17.681
H 11.121 19.053 15.800
H 12.842 17.519 16.316
H 10.002 16.475 15.276
C 11.536 13.417 15.637
C 12.783 13.752 16.455
O 12.335 14.137 17.752
O 10.610 14.503 15.623
H 10.956 12.632 16.024
H 11.732 13.155 14.583
H 13.460 14.491 15.989
H 13.357 12.796 16.619
H 12.456 15.111 17.867
H 10.474 14.724 16.580
C 11.596 21.538 14.565
C 13.054 21.591 14.244
O 13.807 21.835 15.420
O 10.865 21.612 13.347
H 11.498 22.477 15.162
H 11.370 20.732 15.231
H 13.169 22.329 13.410
H 13.373 20.616 13.907
H 13.585 22.642 15.803
H 10.277 20.808 13.363
C 19.037 13.794 15.224
C 17.444 14.024 15.292
O 16.915 14.613 14.121
O 19.170 13.066 14.015
H 19.221 13.214 16.142
H 19.475 14.744 15.204
H 17.129 14.688 16.129
H 16.968 12.971 15.447
H 17.468 14.532 13.325
H 19.691 12.252 14.119
C 11.113 8.787 12.686
C 10.833 10.111 13.315
O 11.246 11.205 12.481
O 12.506 8.556 12.560
H 10.676 8.759 11.705
H 10.751 7.955 13.303
H 11.418 10.112 14.211
H 9.763 10.332 13.561
H 10.364 11.616 12.272
H 12.931 9.179 11.966
C 7.896 19.042 13.071
C 7.879 18.129 11.802
O 8.240 16.797 12.025
O 9.116 19.178 13.672
H 7.136 18.746 13.803
H 7.588 19.986 12.737
H 8.537 18.640 11.083
H 6.915 18.338 11.388
H 8.208 16.289 11.203
H 9.175 18.466 14.350
C 9.027 12.661 10.516
C 8.042 13.707 9.891
O 8.459 15.098 9.965
O 9.153 12.714 11.896
H 9.979 12.848 9.969
H 8.622 11.627 10.270
H 7.045 13.616 10.393
H 7.911 13.437 8.836
H 9.228 15.262 9.360
H 9.507 13.581 12.041
C 12.630 12.927 7.984
C 13.266 11.518 8.201
O 14.566 11.550 8.668
O 12.288 13.594 9.201
H 11.671 12.886 7.368
H 13.357 13.483 7.385
H 13.178 11.036 7.220
H 12.673 10.892 8.861
H 14.598 11.597 9.623
H 12.969 14.253 9.474
```

Properties
Spin multiplicity = 1
Kohn-Sham gap = 8.529 eV
Net charge = 0



It turns out *i* is the most stable, with the second structure 21.7 kcal/mol higher.



*i*
Formula: C2H5FIN
Source: the Open Molecules 2025 dataset
Level of theory: the ωB97M-V functional and the def2-TZVPD basis

Structure (XYZ):
```
10
C2H5FIN the ωB97M-V functional and the def2-TZVPD basis
C 0.609 -1.171 0.379
C 0.243 0.525 2.058
N -0.103 -0.490 1.246
F -0.714 0.745 3.007
I 2.214 0.616 2.822
H 1.679 -1.099 0.397
H 0.113 -1.724 -0.392
H -0.563 2.000 -0.891
H -0.364 1.304 -0.607
H -1.115 -0.605 1.193
```

Properties
Spin multiplicity = 1
Kohn-Sham gap (alpha / beta) = 7.454 / 7.553 eV
Net charge = 0



*ii*
Formula: C2H5FIN
Source: the Open Molecules 2025 dataset
Level of theory: the ωB97M-V functional and the def2-TZVPD basis

Structure (XYZ):
```
10
C2H5FIN the ωB97M-V functional and the def2-TZVPD basis
C 1.058 0.761 -0.376
C 0.551 -0.605 -0.109
N 0.829 -1.287 0.885
F -0.289 -1.064 -1.093
I -3.556 0.001 0.026
H 2.079 0.843 -0.017
H 1.005 0.980 -1.440
H 0.441 1.479 0.162
H 0.391 -2.200 0.948
H -4.573 -1.181 -0.133
```

Properties
Spin multiplicity = 1
Kohn-Sham gap = 10.679 eV
Net charge = 0



It turns out *ii* is the most stable, with the second structure 79.0 kcal/mol higher.



*i*
Formula: C19H23NO
Source: the Open Molecules 2025 dataset
Level of theory: the ωB97M-V functional and the def2-TZVPD basis

Structure (XYZ):
```
44
C19H23NO the ωB97M-V functional and the def2-TZVPD basis
C -2.520 0.313 -2.870
H -2.310 1.388 -2.763
H -2.992 0.050 -1.731
C -1.408 -0.619 -3.083
C -1.978 -2.118 -3.141
C -0.512 -2.950 -3.433
C 0.565 -2.565 -2.444
N 0.797 -1.340 -2.252
C -0.346 -0.530 -2.024
H -0.036 0.664 -2.040
H -0.585 -0.778 -1.000
C 2.031 -1.055 -1.482
C 1.611 -0.975 -0.040
C 1.387 0.041 0.756
C 0.913 -0.158 2.106
C 1.349 -1.256 2.586
C 1.734 -2.214 1.912
C 2.097 -2.171 0.550
H 2.513 -3.063 0.251
H 2.141 -3.257 2.447
H 1.001 -1.458 3.768
O 0.731 0.907 2.725
C -0.167 1.858 2.311
C -0.032 3.213 2.674
C -1.100 3.946 2.494
C -1.992 3.900 1.411
C -2.228 2.659 0.768
C -1.164 1.505 1.454
H -1.285 0.586 0.842
H -2.819 2.397 0.086
H -2.614 4.554 1.049
H -1.075 5.091 2.702
H 0.589 3.418 3.556
H 1.022 1.031 0.152
H 2.232 0.168 -1.809
H 3.023 -1.565 -1.704
H 1.324 -3.315 -2.305
H 0.320 -2.803 -1.362
H -0.005 -2.789 -4.296
H -0.571 -4.134 -3.347
H -2.406 -2.153 -3.989
H -1.991 -2.396 -2.356
H -0.922 -0.432 -4.193
H -3.402 0.126 -3.764
```

Properties
Spin multiplicity = 1
Kohn-Sham gap = 7.709 eV
Net charge = 0



*ii*
Formula: C19H23NO
Source: the Open Molecules 2025 dataset
Level of theory: the ωB97M-V functional and the def2-TZVPD basis

Structure (XYZ):
```
44
C19H23NO the ωB97M-V functional and the def2-TZVPD basis
C -4.638 -0.749 -0.288
H -4.202 0.013 -0.928
H -5.666 -0.915 -0.605
H -4.080 -1.673 -0.424
C -4.602 -0.315 1.179
C -3.179 -0.162 1.659
C -2.317 0.760 1.077
C -1.018 0.896 1.524
C -0.542 0.111 2.568
C -1.396 -0.813 3.150
C -2.699 -0.942 2.702
H -3.352 -1.665 3.172
H -1.044 -1.432 3.963
C 0.890 0.252 3.013
N 1.800 -0.036 1.923
C 2.517 0.924 1.295
O 2.566 2.072 1.683
C 3.230 0.433 0.047
H 3.593 -0.587 0.184
H 4.079 1.088 -0.150
C 2.257 0.489 -1.144
C 2.935 0.000 -2.392
C 2.828 -1.327 -2.786
C 3.485 -1.784 -3.915
C 4.262 -0.917 -4.663
C 4.377 0.408 -4.278
C 3.719 0.862 -3.150
H 3.809 1.897 -2.853
H 4.981 1.090 -4.860
H 4.775 -1.272 -5.545
H 3.390 -2.818 -4.211
H 2.220 -2.008 -2.207
H 1.927 1.521 -1.276
H 1.380 -0.127 -0.929
H 1.738 -0.954 1.511
H 1.101 -0.417 3.853
H 1.100 1.283 3.314
H -0.359 1.621 1.068
H -2.661 1.384 0.265
C -5.384 0.985 1.380
H -4.964 1.786 0.778
H -5.351 1.288 2.425
H -6.423 0.847 1.091
H -5.081 -1.097 1.778
```

Properties
Spin multiplicity = 1
Kohn-Sham gap = 9.594 eV
Net charge = 0



It turns out *ii* is the most stable, with the second structure 396.4 kcal/mol higher.



*i*
Formula: C18H25N8OPt
Source: the Open Molecules 2025 dataset
Level of theory: the ωB97M-V functional and the def2-TZVPD basis

Structure (XYZ):
```
53
C18H25N8OPt the ωB97M-V functional and the def2-TZVPD basis
Pt -0.903 0.102 -0.771
N 0.102 -3.913 -3.796
C -0.807 -3.810 -3.087
N -1.857 -3.728 -2.268
C -2.014 -2.591 -1.713
N -2.171 -1.551 -1.194
C -0.023 3.927 -0.425
C -1.112 2.931 -0.826
C -2.055 3.617 -1.841
C -0.470 1.736 -1.410
C -1.840 2.308 0.348
C -1.531 2.601 1.684
C -2.130 1.904 2.710
C -3.046 0.878 2.443
C -3.372 0.590 1.146
C -2.785 1.314 0.083
H 0.527 4.227 -1.317
H 0.683 3.503 0.289
H -0.475 4.816 0.015
H -1.482 3.978 -2.695
H -2.539 4.470 -1.364
H -2.826 2.943 -2.209
H 0.217 1.779 -2.253
H -0.816 3.375 1.921
H -1.879 2.152 3.733
H -3.504 0.327 3.253
H -4.089 -0.188 0.919
H -3.169 1.151 -0.920
C 1.144 -2.912 -0.832
N 2.051 -2.123 -1.664
C 3.334 -2.766 -1.960
C 1.688 -0.996 -2.256
C 2.657 -0.297 -3.164
O 0.556 -0.458 -2.122
H 0.821 -3.790 -1.391
H 0.276 -2.335 -0.542
H 1.667 -3.228 0.071
H 3.460 -3.599 -1.275
H 4.164 -2.077 -1.821
H 3.346 -3.159 -2.976
H 3.343 -0.974 -3.663
H 3.233 0.418 -2.573
H 2.092 0.251 -3.913
N 2.265 -1.313 3.636
C 1.102 -1.063 4.258
N 1.068 -1.087 5.595
N -0.015 -0.790 3.629
C -0.103 -0.728 2.341
N -0.240 -0.708 1.189
H 3.104 -1.518 4.148
H 2.307 -1.316 2.632
H 1.862 -1.346 6.151
H 0.184 -0.935 6.048
```

Properties
Spin multiplicity = 1
Kohn-Sham gap = 7.149 eV
Net charge = +1



*ii*
Formula: C18H25N8OPt
Source: the Open Molecules 2025 dataset
Level of theory: the ωB97M-V functional and the def2-TZVPD basis

Structure (XYZ):
```
53
C18H25N8OPt the ωB97M-V functional and the def2-TZVPD basis
Pt -0.456 0.682 0.286
N -2.879 3.572 -2.889
C -3.128 2.731 -2.135
N -3.434 1.758 -1.305
C -2.778 0.813 -0.829
N -2.276 -0.169 -0.367
C 3.232 -0.676 1.597
C 2.386 -0.107 0.427
C 3.278 0.842 -0.402
C 1.284 0.718 0.955
C 1.794 -1.256 -0.402
C 1.057 -2.244 0.253
C 0.448 -3.270 -0.450
C 0.554 -3.319 -1.832
C 1.307 -2.360 -2.491
C 1.932 -1.343 -1.781
H 3.798 0.128 2.069
H 3.925 -1.420 1.207
H 2.613 -1.138 2.365
H 3.624 1.669 0.219
H 2.749 1.259 -1.254
H 4.147 0.279 -0.744
H 1.586 1.578 1.567
H 0.998 -2.233 1.335
H -0.092 -4.043 0.080
H 0.062 -4.105 -2.389
H 1.412 -2.406 -3.568
H 2.534 -0.624 -2.319
C -2.783 -0.286 5.151
N -2.291 0.641 4.133
C -2.497 2.081 4.315
C -1.717 0.221 3.016
C -1.547 -1.251 2.807
O -1.363 1.094 2.170
H -3.039 0.276 6.043
H -2.023 -1.017 5.418
H -3.671 -0.816 4.804
H -3.190 2.237 5.135
H -2.905 2.518 3.408
H -1.554 2.579 4.541
H -2.519 -1.745 2.779
H -0.958 -1.696 3.610
H -1.052 -1.420 1.856
N -0.744 0.753 -5.005
C 0.535 1.108 -4.864
N 1.325 1.150 -5.937
N 1.097 1.364 -3.691
C 0.482 1.421 -2.573
N 0.025 1.538 -1.509
H -1.155 0.629 -5.914
H -1.363 0.782 -4.211
H 0.962 1.052 -6.869
H 2.270 1.470 -5.814
```

Properties
Spin multiplicity = 1
Kohn-Sham gap = 6.898 eV
Net charge = +1



It turns out *ii* is the most stable, with the second structure 3.8 kcal/mol higher.